1.
The following is a DFT calculation (ωB97M-V/def2-TZVPD) of C17H18FeNO4 as an isolated structure at a distorted geometry.

Computed properties:
2S+1 = 5
HOMO energy (spin up / spin down) = -10.5 / -11.2 eV
orbital gap (spin up / spin down) = 6.82 / 4.45 eV
total charge = +1
LUMO energy (spin up / spin down) = -3.6604 / -6.7161 eV
ΔE to the lowest compared entry with this formula, charge and spin = 47.9 kJ/mol

Last column: Löwdin spin population.
Positions of all 41 atoms, in Å:
C: 3.5970 -2.1792 0.9417  0.0019
O: 2.6173 -1.5549 0.0629  -0.0184
C: 1.2983 -1.6203 0.3781  0.0097
C: 0.3888 -0.5790 -0.0833  0.2044
C: -0.3637 -0.0492 1.1256  0.1133
C: -1.2240 -1.1441 1.6229  0.3577
C: -0.7532 -2.4523 1.4402  0.0392
C: 0.6080 -2.6945 1.0006  0.2071
Fe: -0.5760 -2.2063 -0.6892  2.6323
C: -1.4843 -1.0118 -1.6077  0.0532
O: -1.9485 -0.1641 -2.2516  0.0347
C: -1.4952 -3.6790 -1.0578  0.1351
O: -2.2233 -4.3779 -1.6401  0.1263
C: 0.4008 -2.3602 -2.1166  0.0244
O: 1.0906 -2.1282 -3.0253  -0.0050
H: 4.4759 -2.3693 0.3250  0.0006
H: 3.8577 -1.4568 1.7306  -0.0004
H: 3.1955 -3.1125 1.3653  0.0009
H: 0.7638 0.1658 -0.7856  0.0060
H: 0.4163 0.1479 1.8880  0.0451
H: -0.8606 0.9225 0.9540  0.0015
H: -2.2155 -0.9144 2.0236  0.0133
H: -1.3469 -3.2879 1.8454  -0.0028
H: 1.1023 -3.6549 1.1704  0.0087
C: -1.1869 6.2827 4.2604  0.0001
C: -2.2443 5.8915 3.4318  0.0000
C: -2.6454 4.5527 3.3984  0.0001
C: -1.9803 3.6074 4.1839  0.0002
C: -2.3618 2.1608 4.0860  0.0008
N: -1.3591 1.2899 3.4553  0.0075
C: -1.0078 4.0200 5.1044  0.0001
C: -0.5984 5.3609 5.1362  0.0000
H: -0.8183 7.3097 4.2028  0.0000
H: -2.7498 6.6284 2.8024  0.0000
H: -3.4826 4.2302 2.7744  0.0000
H: -2.5610 1.8141 5.1129  0.0002
H: -3.2807 2.0422 3.4985  0.0000
H: -0.4034 1.5460 3.7430  0.0006
H: -1.4865 0.3061 3.7113  0.0023
H: -0.5804 3.2927 5.8036  0.0000
H: 0.1853 5.6868 5.8288  0.0000



2.
The following is a DFT calculation (ωB97M-V/def2-TZVPD) of one molecule with the formula C17H18N2O3S2.

Computed properties:
HOMO energy = -8.6 eV
orbital gap = 8.99 eV
LUMO energy = 0.3875 eV
ΔE to the lowest compared entry with this formula, charge and spin = 0.0 kJ/mol

Last column: Löwdin charge in e.
Positions of all 42 atoms, in Å:
C: -1.8023 -3.4670 -0.1484  -0.0400
C: -0.4386 -2.8652 -0.3041  -0.2797
C: -0.0842 -2.1612 -1.4484  -0.0457
C: 1.1830 -1.6265 -1.5907  -0.0309
C: 2.1357 -1.7916 -0.5940  -0.2497
C: 1.7840 -2.4827 0.5573  -0.0453
C: 0.5124 -3.0081 0.6997  -0.0444
H: 0.2551 -3.5505 1.5986  0.1164
H: 2.5101 -2.6043 1.3468  0.1177
C: 3.5197 -1.2323 -0.7715  -0.1952
N: 3.4471 0.2139 -0.9134  -0.1187
S: 2.9747 1.0505 0.4651  0.6662
O: 3.6505 2.3139 0.4176  -0.2874
O: 3.1228 0.2250 1.6295  -0.2769
C: 1.2379 1.3235 0.1583  -0.2682
C: 0.3074 0.5463 0.8117  0.0036
C: -1.0493 0.7574 0.5925  -0.2288
C: -1.4430 1.7801 -0.2788  -0.4599
C: -0.4877 2.5571 -0.9253  -0.0774
C: 0.8583 2.3284 -0.7115  -0.0527
H: 1.6177 2.9258 -1.1871  0.1165
H: -0.8195 3.3459 -1.5819  0.1084
S: -3.1488 2.1456 -0.4918  1.0209
C: -3.8307 0.4704 -0.2403  -0.5135
C: -3.3027 -0.1729 1.0273  -0.5135
O: -4.0011 -0.8542 1.7435  0.0810
N: -1.9766 -0.0137 1.2823  0.1568
H: -1.6166 -0.5507 2.0624  0.1671
C: -3.5306 -0.4161 -1.4437  -0.0915
H: -3.9333 0.0373 -2.3464  0.0804
H: -3.9908 -1.3921 -1.3040  0.0856
H: -2.4562 -0.5429 -1.5620  0.0604
H: -4.9083 0.6089 -0.1306  0.1144
H: 0.6479 -0.2100 1.5006  0.1160
H: 4.2932 0.6285 -1.2742  0.1059
H: 3.9705 -1.6345 -1.6835  0.1312
H: 4.1411 -1.5094 0.0889  0.1158
H: 1.4444 -1.0834 -2.4867  0.1205
H: -0.8003 -2.0508 -2.2510  0.1066
H: -2.3162 -3.5163 -1.1051  0.0766
H: -2.4110 -2.8784 0.5383  0.0679
H: -1.7288 -4.4729 0.2599  0.0833



3.
The following is a DFT calculation (ωB97M-V/def2-TZVPD) of one molecule with the formula C17H18N2O5 at a distorted geometry.

Computed properties:
HOMO energy = -8.4 eV
orbital gap = 8.08 eV
LUMO energy = -0.3540 eV
ΔE to the lowest compared entry with this formula, charge and spin = 439.1 kJ/mol

Last column: Löwdin charge in e.
Positions of all 42 atoms, in Å:
C: 2.6205 2.4743 -0.7521  -0.0668
H: 3.2117 2.8558 0.0849  0.1012
H: 1.7992 3.1631 -0.9659  0.0944
H: 3.2568 2.3822 -1.6306  0.0979
O: 2.1407 1.1734 -0.4921  -0.0994
C: 1.2765 1.0050 0.5503  -0.2116
C: 0.8772 2.0032 1.4118  0.0633
C: -0.0145 1.7032 2.4419  -0.1589
C: -0.5007 0.4172 2.6245  0.0139
C: -0.1024 -0.5857 1.7634  0.0139
C: 0.7732 -0.3084 0.7202  -0.1404
N: 1.1820 -1.2450 -0.2140  0.1595
C: 0.8001 -2.5556 -0.3329  -0.4592
O: 0.1434 -3.1465 0.4891  0.0921
C: 1.3214 -3.2224 -1.5971  -0.0893
C: 0.2009 -4.0182 -2.2712  -0.1492
C: -0.8158 -3.1279 -2.9930  -0.1799
H: -0.3259 -2.5417 -3.7754  0.1121
O: -1.5341 -2.3121 -2.0914  -0.0335
C: -1.3118 -0.9770 -1.9678  -0.2741
C: -2.0772 -0.3520 -0.9787  -0.0062
C: -1.9711 1.0034 -0.7569  -0.0789
C: -1.1008 1.7703 -1.5167  -0.1032
C: -0.3393 1.1587 -2.4934  -0.0913
C: -0.4331 -0.2052 -2.7208  -0.0328
H: 0.1809 -0.6397 -3.4957  0.1025
H: 0.3413 1.7426 -3.0964  0.1072
H: -1.0249 2.8340 -1.3488  0.1045
H: -2.5707 1.4667 0.0120  0.1113
H: -2.7496 -0.9638 -0.3993  0.1258
H: -1.5649 -3.7699 -3.4707  0.1305
H: 0.6215 -4.7123 -3.0002  0.1168
H: -0.3205 -4.5886 -1.5010  0.1186
H: 2.1084 -3.9162 -1.2919  0.1274
H: 1.7510 -2.4941 -2.2862  0.1129
H: 1.7565 -0.8430 -0.9437  0.1367
H: -0.4725 -1.5899 1.8798  0.1093
H: -1.1860 0.2194 3.4332  0.1213
N: -0.4301 2.7574 3.3171  -0.3643
O: -1.2065 2.4834 4.2096  0.0780
O: 0.0161 3.8710 3.1155  0.0704
H: 1.2248 3.0196 1.3210  0.1172



4.
The following is a DFT calculation (ωB97M-V/def2-TZVPD) of one molecule with the formula C17H18N2O7S2.

Computed properties:
HOMO energy = -9.5 eV
orbital gap = 8.10 eV
LUMO energy = -1.4083 eV
ΔE to the lowest compared entry with this formula, charge and spin = 0.0 kJ/mol

Last column: Löwdin charge in e.
Positions of all 46 atoms, in Å:
O: 0.0074 2.1893 -1.2366  0.1558
C: 0.0568 1.1102 -0.7074  -0.2708
C: 0.0611 -0.2313 -1.3604  -0.0609
C: 0.0056 -0.5527 -2.7012  0.0410
C: 0.0173 -1.8982 -3.0348  -0.2652
C: 0.0952 -2.8931 -2.0794  -0.0478
C: 0.1537 -2.5702 -0.7275  0.0237
C: 0.1265 -1.2339 -0.3745  -0.0901
C: 0.1595 -0.5892 0.9395  -0.0914
C: 0.2069 -1.1298 2.2113  0.0240
C: 0.2237 -0.2585 3.2956  -0.0272
C: 0.1955 1.1079 3.0947  -0.2632
C: 0.1439 1.6710 1.8281  0.0430
C: 0.1242 0.8061 0.7521  -0.0632
H: 0.1149 2.7425 1.7042  0.1343
S: 0.2460 2.1496 4.5439  0.6740
O: -0.0106 3.5125 4.1536  -0.2884
O: -0.5613 1.5902 5.5824  -0.2772
N: 1.8250 1.9069 5.0297  -0.1379
H: 1.9242 2.0857 6.0175  0.1139
C: 2.9102 2.4222 4.2198  -0.2056
H: 2.7053 2.1268 3.1878  0.1196
H: 3.8249 1.9223 4.5493  0.1213
C: 3.1066 3.9500 4.2703  -0.2630
O: 2.3187 4.6420 3.3489  -0.0746
H: 1.3809 4.4735 3.5564  0.0389
H: 2.9210 4.2993 5.2982  0.1213
H: 4.1424 4.1832 4.0081  0.1185
H: 0.2482 -0.6228 4.3101  0.1207
H: 0.2261 -2.1972 2.3654  0.1184
H: 0.2132 -3.3459 0.0197  0.1193
H: 0.1202 -3.9188 -2.4136  0.1224
S: -0.1665 -2.3974 -4.7428  0.6545
O: -0.0251 -1.2503 -5.5881  -0.2767
O: 0.6205 -3.5650 -4.9983  -0.2846
N: -1.7577 -2.9223 -4.6876  -0.1412
H: -1.9185 -3.7119 -5.2922  0.1171
C: -2.7818 -1.8963 -4.7133  -0.2111
H: -3.2640 -1.8128 -5.6914  0.1271
H: -2.2833 -0.9511 -4.4922  0.1110
C: -3.8267 -2.1932 -3.6291  -0.2505
O: -3.2321 -2.3210 -2.3634  -0.0618
H: -2.5224 -2.9706 -2.4464  0.0608
H: -4.5377 -1.3688 -3.5565  0.1222
H: -4.3717 -3.1123 -3.8890  0.1173
H: -0.0378 0.1998 -3.4730  0.1326



5.
The following is a DFT calculation (ωB97M-V/def2-TZVPD) of a 2-piece molecular cluster, C17H18N3O6 overall at a distorted geometry.

Computed properties:
HOMO energy = -3.7 eV
orbital gap = 5.82 eV
total charge = -1
LUMO energy = 2.1069 eV
ΔE to the lowest compared entry with this formula, charge and spin = 0.0 kJ/mol

Last column: Löwdin charge in e.
Positions of all 44 atoms, in Å:
C: 3.2418 -1.9184 -0.1249  -0.2953
C: 4.0122 -2.2375 -1.4050  -0.2056
O: 3.0114 -2.6111 -2.3554  -0.0542
C: 1.7569 -2.3364 -1.8185  -0.6522
O: 0.7576 -2.5402 -2.5005  -0.0219
N: 1.8816 -1.8444 -0.5539  0.0065
H: 3.4382 -2.7280 0.6078  0.0896
H: 3.5835 -0.9499 0.2827  0.0875
H: 4.5402 -1.3369 -1.7538  0.1013
H: 4.7236 -3.0645 -1.2827  0.1006
C: -3.5693 -1.3192 -4.3741  -0.0656
O: -4.1138 -1.4743 -3.0409  -0.1046
C: -3.2969 -1.3393 -1.9597  -0.2535
C: -3.9088 -1.4627 -0.6805  -0.0213
C: -3.1678 -1.2537 0.4555  -0.0391
C: -1.8084 -0.8634 0.3763  -0.2103
C: -1.0621 -0.5108 1.5629  0.0800
C: -0.3287 0.6242 1.7244  -0.0303
C: 0.4389 0.7512 2.9722  -0.3594
O: 0.4623 -0.0973 3.8596  0.0679
N: 1.1577 1.9473 3.1407  0.0150
C: 1.9605 2.0540 4.3343  -0.0233
C: 1.3132 2.9429 2.1740  -0.4095
O: 2.0254 3.9308 2.3408  0.0620
N: 0.5945 2.7644 0.9845  0.0176
C: 0.5852 3.9441 0.1473  -0.0267
C: -0.4443 1.8180 0.8549  -0.3226
O: -1.3718 2.0229 0.0684  0.0884
C: -1.1837 -0.8609 -0.8857  -0.0123
C: -1.9019 -1.0880 -2.0439  0.0067
H: -4.4105 -1.5282 -5.0387  0.0825
H: -3.2139 -0.2918 -4.5342  0.0936
H: -2.7559 -2.0340 -4.5605  0.0948
H: -4.9689 -1.7134 -0.6383  0.1084
H: -3.6191 -1.3434 1.4453  0.1112
H: -1.1006 -1.1899 2.4155  0.1375
H: 2.4840 3.0045 4.3024  0.0821
H: 1.3141 1.9926 5.2118  0.0953
H: 2.6689 1.2220 4.3526  0.1009
H: 0.0545 3.7314 -0.7747  0.0897
H: 0.0941 4.7651 0.6812  0.1008
H: 1.6145 4.2381 -0.0522  0.0918
H: -0.0976 -0.7269 -0.9086  0.0930
H: -1.3904 -1.0888 -3.0083  0.1030



6.
The following is a DFT calculation (ωB97M-V/def2-TZVPD) of one molecule with the formula C17H18N4O7S2 at a distorted geometry.

Computed properties:
HOMO energy = -8.6 eV
orbital gap = 7.64 eV
LUMO energy = -0.9564 eV

Last column: Löwdin charge in e.
Positions of all 48 atoms, in Å:
C: -6.1509 -2.2578 -0.3440  -0.0973
H: -5.8485 -2.0885 -1.3848  0.0930
O: -6.9604 -1.2039 0.1264  -0.1816
C: -6.4409 0.0816 -0.0787  -0.2107
H: -7.2408 0.7537 0.2397  0.1226
C: -5.1627 0.3962 0.7245  -0.1334
N: -3.9558 0.1376 -0.0258  0.0921
C: -3.0782 -0.8121 0.3111  -0.5431
O: -3.1552 -1.5460 1.2698  0.0609
N: -1.9632 -0.9417 -0.5645  0.2141
C: -1.7415 -0.2911 -1.7298  -0.4122
O: -2.4754 0.5493 -2.2070  0.0755
C: -0.4511 -0.7141 -2.4403  -0.0403
H: -0.3710 -1.8073 -2.4516  0.1417
H: -0.4653 -0.3118 -3.4552  0.1448
O: 0.7013 -0.1562 -1.8249  -0.0200
C: 1.2634 -0.8292 -0.8104  -0.4790
O: 0.8259 -1.8636 -0.3739  0.1129
C: 2.5734 -0.2185 -0.4460  -0.1160
C: 3.6078 -1.0824 -0.1211  0.0891
C: 4.8826 -0.5810 0.1014  -0.1282
C: 5.1452 0.7805 -0.0046  0.0226
C: 4.1078 1.6450 -0.2883  -0.0676
C: 2.8203 1.1589 -0.4914  -0.4207
S: 1.5385 2.3582 -0.7415  1.0318
C: 0.3444 1.7336 0.3637  -0.9000
N: 0.4933 0.6379 1.0215  0.0287
C: -0.5332 0.4001 1.8817  -0.4227
C: -1.5029 1.3557 1.8554  -0.3556
S: -1.1256 2.6030 0.7199  1.0229
H: -2.4049 1.3999 2.4295  0.0779
C: -0.4931 -0.8205 2.7294  -0.0156
H: 0.2517 -1.5032 2.3298  0.0797
H: -1.4669 -1.3048 2.7376  0.0639
H: -0.2227 -0.5615 3.7518  0.0856
H: 4.2808 2.7084 -0.3418  0.1087
H: 6.1494 1.1408 0.1592  0.1242
N: 5.9563 -1.4895 0.4319  -0.3627
O: 5.6925 -2.6690 0.4955  0.0934
O: 7.0528 -1.0100 0.6203  0.0866
H: 3.4229 -2.1447 -0.0548  0.1374
H: -1.2717 -1.6194 -0.2461  0.1397
H: -3.7949 0.6558 -0.8846  0.1163
H: -5.1724 1.4525 1.0094  0.1204
H: -5.1386 -0.2202 1.6259  0.1318
H: -6.2394 0.2510 -1.1490  0.1251
H: -6.7627 -3.1561 -0.2876  0.0908
H: -5.2591 -2.3954 0.2745  0.0725



7.
The following is a DFT calculation (ωB97M-V/def2-TZVPD) of C17H18N6O3S2SeTi as an isolated structure.

Computed properties:
HOMO energy = -14.4 eV
orbital gap = 6.93 eV
total charge = +2
LUMO energy = -7.4753 eV
ΔE to the lowest compared entry with this formula, charge and spin = 2.7 kJ/mol

Last column: Löwdin charge in e.
Positions of all 48 atoms, in Å:
Ti: 0.2816 1.0003 -0.6661  1.0091
N: 0.6289 -0.7042 -4.4350  0.0275
C: 0.5130 0.7486 -4.5489  -0.1525
C: 0.3811 1.3011 -3.1582  -0.5321
O: -0.5522 1.9984 -2.7482  0.0018
O: 1.2871 0.9447 -2.2690  -0.1198
H: 1.5926 -0.9766 -4.2878  0.0813
H: 0.3268 -1.1430 -5.2954  0.0858
H: -0.3910 1.0135 -5.0915  0.1352
H: 1.3608 1.2403 -5.0389  0.1406
S: -0.0107 3.2059 -0.0941  0.8039
C: 0.1232 2.4758 1.4745  -1.0404
N: 0.0780 1.1637 1.4496  -0.1144
C: 0.3218 0.6092 2.7062  -0.2841
C: 0.3242 -0.7428 3.0416  -0.0106
C: 0.5625 -1.0897 4.3564  -0.0444
C: 0.7817 -0.1120 5.3325  -0.0441
C: 0.7572 1.2319 5.0155  -0.0524
C: 0.5320 1.5824 3.6889  -0.4288
S: 0.4374 3.1842 2.9956  1.1524
H: 0.1135 -1.4887 2.2885  0.1054
H: 0.5648 -2.1329 4.6416  0.1186
H: 0.9612 -0.4110 6.3558  0.1226
H: 0.9100 1.9861 5.7753  0.1251
Se: 4.1775 1.5667 0.8231  1.3187
N: 4.6692 -0.0743 1.1153  -0.1855
C: 3.6697 -0.8764 0.7711  -0.3441
C: 3.6162 -2.2955 0.8197  0.0699
C: 2.4681 -2.8942 0.3810  -0.0008
C: 1.3726 -2.1262 -0.0875  -0.0517
N: 1.3820 -0.8136 -0.1333  0.0292
C: 2.5206 -0.1941 0.2781  -0.4747
N: 2.5783 1.1189 0.2162  -0.2605
H: 4.4616 -2.8643 1.1836  0.1421
H: 2.3781 -3.9710 0.3846  0.1265
H: 0.4690 -2.6172 -0.4286  0.1403
C: -3.6850 -1.2412 -1.0965  0.0267
N: -3.6724 0.2031 -1.3582  -0.1150
C: -4.9037 0.8416 -1.8343  0.0220
C: -2.5805 0.8805 -1.2423  -0.1943
O: -1.4761 0.3266 -0.8765  -0.1411
H: -4.7049 -1.6003 -1.1820  0.1052
H: -3.3134 -1.4364 -0.0929  0.1065
H: -3.0588 -1.7592 -1.8213  0.1107
H: -5.7455 0.4536 -1.2673  0.1081
H: -5.0504 0.6249 -2.8916  0.1154
H: -4.8461 1.9175 -1.6911  0.1061
H: -2.6115 1.9454 -1.4582  0.1546



8.
The following is a DFT calculation (ωB97M-V/def2-TZVPD) of C17H18NO5SiV as an isolated structure at a distorted geometry.

Computed properties:
2S+1 = 4
HOMO energy (spin up / spin down) = -3.5 / -4.9 eV
orbital gap (spin up / spin down) = 6.40 / 7.78 eV
total charge = -1
LUMO energy (spin up / spin down) = 2.9282 / 2.9074 eV

Last column: Löwdin spin population.
Positions of all 43 atoms, in Å:
V: 0.1536 -0.0924 0.6252  2.4599
O: 0.4924 3.0504 1.4606  0.0982
C: 0.8276 1.8862 1.2608  0.0621
O: 1.2014 1.3745 0.1511  0.0112
C: 0.8175 0.8259 2.3958  0.0716
O: 0.2726 1.0498 3.4756  0.1227
O: 1.4091 -0.2478 2.0387  0.0153
C: 0.9594 -3.6208 -2.2986  0.0003
Si: 1.2693 -2.8058 -0.5822  0.0088
C: 1.8592 -4.1384 0.6684  0.0014
C: 2.6340 -1.5016 -0.8303  0.0122
N: -0.1111 -1.9389 -0.0273  0.0239
C: -1.3794 -2.3684 0.0502  0.0126
C: -1.8414 -3.6929 -0.0453  0.0047
C: -3.1869 -3.9827 0.0485  0.0015
C: -4.1325 -2.9798 0.1908  0.0063
C: -3.7201 -1.6532 0.2558  0.0015
C: -2.3730 -1.3695 0.2277  0.0131
O: -1.8139 -0.0980 0.2355  0.0301
C: -2.4458 0.9771 0.8023  0.0106
C: -3.2757 0.9014 1.9171  0.0058
C: -3.8251 2.0648 2.4268  0.0009
C: -3.5601 3.2907 1.8416  0.0049
C: -2.7224 3.3647 0.7396  0.0011
C: -2.1733 2.2125 0.2147  0.0085
H: 1.8519 -4.1242 -2.6547  0.0000
H: 0.6902 -2.8658 -3.0307  0.0002
H: 0.1559 -4.3476 -2.2711  0.0000
H: 2.8002 -4.5945 0.3776  0.0003
H: 1.1286 -4.9318 0.7912  0.0000
H: 1.9980 -3.6619 1.6336  0.0001
H: 3.5786 -1.9268 -1.1554  0.0017
H: 2.7925 -0.9827 0.1120  0.0031
H: 2.3197 -0.7571 -1.5602  0.0020
H: -1.1118 -4.4772 -0.1730  0.0003
H: -3.5106 -5.0130 -0.0036  -0.0001
H: -5.1844 -3.2183 0.2460  0.0005
H: -4.4534 -0.8607 0.3218  0.0002
H: -3.4628 -0.0476 2.4011  0.0004
H: -4.4575 2.0082 3.3008  -0.0001
H: -3.9852 4.1908 2.2597  0.0003
H: -2.4800 4.3181 0.2972  0.0000
H: -1.4905 2.2414 -0.6292  0.0018



Across the entries above, calculated total energy takes the values -2277.53315, -1790.25575, -1144.23876, -2091.15943, -1274.40188, -2200.65090, -5259.76935, -2323.20972 hartree, respectively.